(1)
A structure of composition C27H19AuBrClFNO5, computed with the ωB97M-V functional and the def2-TZVPD basis.

Geometry as ORCA input:
```
! RIJCOSX wB97M-V def2-TZVPD def2/J DEFGRID3
* xyz 0 1
Au -2.1341 -0.4291 -0.2433
Br -8.8176 -0.1778 -0.3584
Cl -1.9755 0.6897 -7.1766
F 4.2434 0.5338 -2.5951
O 0.0261 -0.6846 -0.3711
O -0.8733 -0.8153 3.8257
O -1.6844 1.8560 -0.5838
O -1.8278 -1.1637 1.8593
O -1.8105 3.9193 -1.4107
N 2.8726 -0.6809 2.5824
C 1.5701 -0.7157 2.8818
C 4.9030 0.0868 -0.3851
C -6.2381 -0.3107 0.8522
C 3.4132 -1.8039 4.7400
C 0.5442 -0.7059 1.9750
C 3.2393 -0.4395 1.2758
C -1.7803 2.7042 -1.4846
C -0.8640 -0.8945 2.6076
C -1.9346 3.0685 -3.9892
C -1.8433 2.1568 -2.9465
C -6.9171 -0.3281 -0.3531
C -4.8556 -0.4037 0.8379
C 3.8790 -0.8485 3.6418
C 4.5879 -0.2386 0.9155
C 2.5854 -0.0491 -1.0366
C 2.2399 -0.3607 0.2838
C 5.6588 -0.3973 1.9523
C -1.8345 0.3421 -4.5117
C 5.1769 -1.3638 3.0221
C 0.8220 -0.5975 0.5831
C 3.8996 0.1948 -1.3420
C -6.2466 -0.4434 -1.5576
C -4.8612 -0.5245 -1.5532
C -1.9797 2.6213 -5.2969
C -1.9308 1.2581 -5.5510
C -4.1605 -0.4926 -0.3574
C -1.7849 0.8008 -3.2083
H -1.7032 0.0959 -2.3839
H 5.0035 -2.3488 2.5837
H 5.8866 0.5693 2.4107
H -1.7908 -0.7164 -4.7192
H 5.9306 -1.4676 3.8023
H -6.7732 -0.2274 1.7864
H -4.3478 -0.5984 -2.5005
H 4.0679 0.1392 4.0850
H -2.0498 3.3293 -6.1097
H 5.9241 0.2727 -0.6790
H 3.0204 -2.7222 4.3121
H 4.2635 -2.0577 5.3677
H -1.9657 4.1246 -3.7696
H 1.8171 0.0078 -1.7900
H -4.3154 -0.3971 1.7704
H -6.7955 -0.4688 -2.4873
H 2.6572 -1.3632 5.3811
H 6.5754 -0.7660 1.4912
H 1.2903 -0.7687 3.9230
*
```

The HOMO energy (spin up / spin down) comes out at -9.01 / -9.01 eV. Its HOMO-LUMO gap (spin up / spin down) is 0.205 / 0.205 Eh. Its LUMO energy (spin up / spin down) is -0.127 / -0.127 Ha.



(2)
A structure of composition C21H34KNO12P2S, computed with the ωB97M-V functional and the def2-TZVPD basis.

Geometry as ORCA input:
```
! RIJCOSX wB97M-V def2-TZVPD def2/J DEFGRID3
* xyz -2 1
K -0.9873 0.3684 -1.7850
S 1.2383 2.7645 -2.8618
P 2.2383 1.0820 -0.5509
P 0.4144 -0.6101 1.2079
O 1.1145 1.8174 -3.9576
O 0.1865 -1.9590 0.3654
O 1.6865 2.2744 0.3952
O 0.3394 -1.1208 2.7441
O -4.2382 -1.3146 0.8258
O 1.7081 4.0834 -3.2545
O 0.0253 2.8186 -2.0314
O -3.9679 -0.6489 -3.6796
O 1.5844 0.0120 -1.3966
O 2.3981 2.2393 -1.9062
O -0.6866 0.3167 0.8906
O 3.8804 1.0784 -0.4551
N -3.6694 -1.0423 -1.4149
C 4.7101 0.5272 -2.6792
C -7.0875 -0.4844 -0.0986
C 0.2800 -4.3063 0.7096
C -8.2159 -0.1205 -0.8342
C -5.8298 -0.4635 -2.1505
C 2.0821 -0.0326 1.0334
C -6.9351 -0.1053 -2.8926
C 1.0960 -3.0620 0.4081
C -1.6224 -0.2340 3.8510
C 5.9441 -0.0493 -0.5532
C -4.3817 -0.7273 -2.5291
C -4.5024 -1.0356 -0.3349
C -0.7931 -2.5823 4.2404
C 4.5891 0.1122 -1.2220
C 1.1702 4.2516 1.5212
C -8.1408 0.0663 -2.2118
C 1.8170 -3.1501 -0.9244
C -0.9774 -1.4609 3.2364
C 1.8639 3.6945 0.2892
C -5.9037 -0.6476 -0.7859
C 3.3271 4.0960 0.2402
H 2.3690 0.4765 1.9549
H -6.8600 0.0403 -3.9632
H 2.6212 -3.8896 -0.8768
H 0.9255 -5.1875 0.7427
H -0.4703 -4.4466 -0.0699
H 2.2104 -2.1719 -1.1994
H -9.1651 0.0231 -0.3299
H -7.1293 -0.6312 0.9738
H -0.2371 -4.2095 1.6641
H 5.8234 -0.3645 0.4844
H -9.0324 0.3526 -2.7586
H 2.7445 -0.8903 0.8846
H 3.7259 0.6341 -3.1314
H -2.6145 -0.4861 4.2321
H 0.1379 3.9033 1.5551
H 4.0494 -0.8424 -1.1785
H -1.5948 -1.8001 2.3987
H 6.5493 -0.7897 -1.0818
H 3.7724 3.8154 -0.7105
H 5.2202 1.4907 -2.7511
H 1.3444 4.0443 -0.6009
H -1.7631 -2.9200 4.6101
H -1.7258 0.5401 3.0938
H 1.8188 -2.9020 1.2163
H 3.8796 3.6138 1.0520
H 1.1777 5.3440 1.4965
H -0.2781 -3.4295 3.7868
H 5.2857 -0.2247 -3.2285
H -1.0064 0.1394 4.6736
H 1.1126 -3.4475 -1.7045
H 3.3990 5.1805 0.3640
H 6.4737 0.9062 -0.5630
H -0.1974 -2.2325 5.0871
H 1.6791 3.9156 2.4292
*
```

The HOMO energy comes out at -3.11 eV. Its HOMO-LUMO gap is 0.273 Eh. Its LUMO energy is 0.159 Ha.



(3)
A structure of composition C33H29N3O3PbSSi, computed with the ωB97M-V functional and the def2-TZVPD basis.

Geometry as ORCA input:
```
! RIJCOSX wB97M-V def2-TZVPD def2/J DEFGRID3
* xyz 0 1
Pb -0.1964 0.0236 -0.3506
S -1.8889 2.6091 -4.6399
Si 4.0219 1.0514 2.6782
O -1.8312 3.8189 2.2999
O -1.5023 1.2394 1.2648
O 0.3038 -2.4145 -0.5201
N -0.1624 1.0688 -3.4871
N -0.5089 -1.4089 1.7439
N -0.2339 -2.6881 1.7095
C -0.8483 0.3773 3.3932
C -1.2349 2.9654 4.3829
C 5.2978 2.1054 1.8155
C -1.2914 1.4285 2.4918
C 0.1501 4.8238 -0.1186
C -0.2045 -0.8885 -4.9866
C 4.7585 -0.5875 3.1841
C -0.7996 1.9271 5.2523
C -2.7962 3.6689 1.2569
C 3.3403 1.9466 4.1699
C -2.1144 0.5112 -6.5218
C -0.6180 0.3876 -4.6032
C 0.4483 -7.3674 0.0230
C -1.4942 2.7441 3.0652
C 0.5178 -5.1572 -0.9118
C -1.6953 -0.7529 -6.8866
C -0.5738 -0.9287 2.9855
C 0.1523 -6.8335 1.2699
C -1.5671 1.0725 -5.3715
C 2.6273 0.7190 1.5350
C 0.4211 3.4602 -0.0203
C 0.0372 -5.4621 1.4305
C 0.0879 2.6979 -1.1058
C -0.4235 5.3443 -1.2723
C 0.6309 -6.5279 -1.0683
C 0.2188 -4.6179 0.3372
C -0.7290 4.5259 -2.3490
C -0.7344 2.2201 -3.3879
C -0.6334 0.6705 4.7751
C -0.4645 3.1549 -2.2825
C 1.6755 0.4209 0.8353
C -0.7479 -1.4473 -6.1233
C 0.0956 -3.1441 0.4597
H -2.8473 1.0455 -7.1107
H 0.0131 -7.4879 2.1202
H 0.6576 -4.4866 -1.7478
H -2.3641 3.2282 0.3605
H -0.3285 -1.6460 3.7667
H -0.3056 -0.1316 5.4239
H -0.4405 -2.4370 -6.4332
H -1.3730 3.9713 4.7591
H 4.8558 3.0379 1.4608
H 5.6088 -0.4497 3.8557
H -3.1482 4.6773 1.0494
H -0.6107 2.1531 6.2925
H 5.1003 -1.1434 2.3098
H 0.5279 -1.4114 -4.3861
H 5.7157 1.5839 0.9532
H 2.8595 2.8819 3.8778
H 6.1171 2.3541 2.4938
H -0.6279 6.4048 -1.3356
H 4.0129 -1.1974 3.6971
H 4.1336 2.1804 4.8836
H -2.1060 -1.2132 -7.7751
H 0.8687 3.0316 0.8680
H -0.1893 -5.0346 2.3962
H 0.3761 5.4755 0.7155
H 0.5379 -8.4390 -0.0989
H 0.8629 -6.9440 -2.0397
H -3.6343 3.0537 1.5924
H 2.5932 1.3331 4.6771
H -1.1557 4.9457 -3.2528
*
```

The HOMO energy (spin up / spin down) comes out at -7.89 / -7.70 eV. Its HOMO-LUMO gap (spin up / spin down) is 0.213 / 0.236 Eh. Its LUMO energy (spin up / spin down) is -0.077 / -0.048 Ha.



Taking the records one at a time from the top gives energy relative to the best compared isomer or geometry (same formula, charge and spin) values of 51.9 5.8 44.1 kcal/mol.
Taking the records one at a time from the top gives electronic energy values of -129007.70460 -94137.26789 -69261.62197 eV.